1.
Density functional theory data (ωB97M-V/def2-TZVPD) for 11 unconnected molecules or ions with the total composition C52H72BrN11O5S in a non-equilibrium geometry.

## Properties
**2S+1**: 1
**Gap between HOMO and LUMO**: 6.471 eV

Positions of all 142 atoms, in Å:
C -5.9313 -1.7735 0.2162
C -4.3468 -1.8815 -0.2693
C -3.3095 -2.2993 0.9289
Br -4.3004 -2.4423 2.6954
C -2.3522 -3.5898 0.6055
C -1.5224 -3.3021 -0.8143
O -0.9576 -1.9461 -0.8898
C 0.5025 -1.9540 -1.0685
O 1.0177 -0.7411 -0.3518
C 0.2190 -0.4680 0.8533
C 1.1140 0.5142 1.8691
O 2.5241 0.3933 1.4675
C -3.0429 -5.0541 0.2661
C -4.6721 -5.2186 0.3505
O -5.3940 -5.3833 1.4656
O -5.4022 -5.2278 -0.9578
C -2.4192 -6.1948 1.2817
C -2.0790 -5.2078 2.5606
N -1.5336 -3.9546 1.8434
S 0.1527 -4.3930 1.6539
H -6.1332 -0.9113 0.9812
H -6.3804 -2.8225 0.5499
H -6.5337 -1.4789 -0.7713
H -4.0609 -0.7804 -0.6311
H -4.3438 -2.5862 -1.2031
H -2.5771 -1.3679 1.0729
H -0.7603 -4.1656 -1.0776
H -2.3585 -3.3584 -1.6648
H 0.7776 -1.9054 -2.2289
H 1.0511 -2.8997 -0.6512
H -0.7718 0.1621 0.6377
H -0.0098 -1.4422 1.5026
H 0.9893 0.1354 2.9821
H 0.6742 1.6141 1.7609
H 3.0530 0.7743 2.2453
H -2.7010 -5.4367 -0.8047
H -3.2414 -7.0134 1.5602
H -1.4648 -6.7036 0.8225
H -1.1914 -5.7824 3.1010
H -3.0897 -5.1032 3.1480
H -1.4685 -3.2261 2.6166
H 0.2943 -5.4166 0.6620
N 3.2541 4.2309 3.4007
C 2.5355 3.9503 2.2678
C 1.7911 5.0641 1.9491
C 2.0752 6.0533 2.9207
C 2.9837 5.5130 3.8031
H 3.8857 3.5923 3.8664
H 2.6140 2.9841 1.7876
H 1.1173 5.1547 1.1071
H 1.6621 7.0524 2.9709
H 3.4587 5.9295 4.6813
N -0.3230 -9.3692 2.7540
C -0.3866 -10.1690 3.8653
C -1.3427 -11.1343 3.6408
C -1.8700 -10.9124 2.3462
C -1.2204 -9.8182 1.8203
H 0.2907 -8.5730 2.6403
H 0.2510 -9.9823 4.7190
H -1.6285 -11.9147 4.3340
H -2.6402 -11.4892 1.8507
H -1.3205 -9.3212 0.8646
N 0.1186 -2.4574 -4.6599
C 0.5792 -3.6819 -5.0687
C 1.0537 -3.5505 -6.3547
C 0.8786 -2.1978 -6.7326
C 0.3019 -1.5450 -5.6662
H -0.2914 -2.2580 -3.7567
H 0.5285 -4.5399 -4.4118
H 1.4811 -4.3430 -6.9552
H 1.1450 -1.7482 -7.6804
H 0.0059 -0.5124 -5.5381
N 8.5528 6.4063 3.2832
C 7.5848 5.4608 3.0649
C 6.3607 6.0909 3.0916
C 6.5992 7.4658 3.3284
C 7.9614 7.6329 3.4398
H 9.5478 6.2272 3.3217
H 7.8491 4.4232 2.9113
H 5.3998 5.6122 2.9540
H 5.8572 8.2497 3.4084
H 8.5588 8.5170 3.6179
N -3.8440 3.1520 0.1778
C -3.4519 2.4460 -0.9296
C -4.1861 2.8968 -2.0038
C -5.0471 3.9148 -1.5286
C -4.8128 4.0537 -0.1789
H -3.4755 3.0278 1.1119
H -2.6873 1.6841 -0.8583
H -4.1089 2.5329 -3.0201
H -5.7607 4.4855 -2.1087
H -5.2522 4.7143 0.5565
N -2.9061 -7.7026 -3.0009
C -2.8953 -8.3773 -4.1939
C -1.9244 -9.3513 -4.1233
C -1.3329 -9.2648 -2.8404
C -1.9601 -8.2404 -2.1674
H -3.5170 -6.9296 -2.7711
H -3.5765 -8.1062 -4.9894
H -1.6706 -10.0495 -4.9104
H -0.5357 -9.8837 -2.4494
H -1.8138 -7.8482 -1.1698
N -7.4434 6.8548 0.3999
C -8.4114 5.9094 0.1816
C -9.6355 6.5394 0.2083
C -9.3970 7.9143 0.4451
C -8.0348 8.0814 0.5565
H -6.4484 6.6757 0.4384
H -8.1471 4.8717 0.0279
H -10.5964 6.0607 0.0707
H -10.1390 8.6982 0.5251
H -7.4374 8.9655 0.7346
N 4.7283 10.8890 6.9895
C 5.1204 10.1830 5.8821
C 4.3862 10.6338 4.8079
C 3.5252 11.6518 5.2831
C 3.7595 11.7907 6.6328
H 5.0968 10.7648 7.9236
H 5.8850 9.4211 5.9534
H 4.4633 10.2698 3.7916
H 2.8116 12.2225 4.7031
H 3.3201 12.4513 7.3683
N 4.1717 3.5732 -2.3118
C 3.0199 3.0194 -1.8166
C 3.3502 1.8373 -1.1924
C 4.7513 1.6754 -1.3102
C 5.2334 2.7631 -2.0033
H 4.2293 4.4439 -2.8240
H 2.0662 3.5118 -1.9518
H 2.6571 1.1648 -0.7039
H 5.3449 0.8541 -0.9299
H 6.2382 3.0287 -2.3036
N 4.1691 -2.0750 -6.4126
C 4.8751 -0.9241 -6.6485
C 6.2046 -1.2589 -6.7761
C 6.3033 -2.6619 -6.6173
C 5.0311 -3.1405 -6.3970
H 3.1686 -2.1296 -6.2727
H 4.3724 0.0322 -6.7037
H 7.0157 -0.5675 -6.9644
H 7.2051 -3.2588 -6.6598
H 4.6667 -4.1452 -6.2297


2.
Density functional theory data (ωB97M-V/def2-TZVPD) for C11H7Cl2N3O3 in the gas phase in a non-equilibrium geometry.

## Properties
**2S+1**: 1
**Gap between HOMO and LUMO**: 8.720 eV

Positions of all 26 atoms, in Å:
O 3.4426 2.5550 0.4294
O -2.0058 1.3923 -2.7896
Cl -1.5477 -5.2379 0.8000
Cl 0.8326 -3.8934 2.6245
N 0.3753 2.2437 -1.3173
O 2.6652 4.2537 -0.8571
C 2.5767 3.0120 -0.2672
C -1.5390 0.7982 -1.7856
C 1.3200 2.1469 -0.4414
C -1.7220 -2.7040 -0.4149
C -0.1287 -1.5224 1.5511
C -1.2528 -3.5396 0.6591
C -0.3527 -2.9883 1.5988
C -1.3438 -1.2956 -0.5463
C -0.6195 -0.7040 0.4609
N -1.7925 -0.5629 -1.7036
N -0.5263 1.3060 -0.9437
C 1.0908 1.2515 0.7392
C -0.2857 0.6989 0.3651
H 3.3928 4.6968 -0.4040
H -2.3932 -3.1339 -1.2166
H 0.4123 -1.0758 2.3609
H -2.4267 -0.9978 -2.4174
H 1.7770 0.3879 0.8184
H 1.1256 1.7464 1.7658
H -1.0744 1.1662 0.9317


3.
Density functional theory data (ωB97M-V/def2-TZVPD) for a molecular structure, C31H54BBrCsKN3Na2O17S in a non-equilibrium geometry.

## Properties
**2S+1**: 1
**Total charge**: +1
**Gap between HOMO and LUMO**: 1.398 eV

Positions of all 112 atoms, in Å:
C -4.0198 5.3719 -2.7772
C -4.9184 4.4983 -1.6846
O -4.1519 4.0433 -0.5142
B -3.4640 2.7614 -0.7684
O -2.8119 2.4666 -2.0922
C -3.2872 1.5449 0.3732
C -4.7899 0.9436 0.6300
C -5.2968 1.4304 2.1106
C -4.1740 0.9767 3.2153
C -4.5729 1.2738 4.7774
C -5.3058 2.7136 5.0496
C -4.2921 3.9825 5.2722
Br -2.8000 3.6648 6.5650
N -2.7857 1.5302 2.9880
C -2.5845 2.2509 1.6741
C -0.9376 2.2074 1.3856
C -0.2062 3.2052 2.4974
C 0.2591 2.7350 4.0031
N 0.0059 4.5402 2.1719
H -4.0900 6.5441 -2.5696
H -2.8957 5.0033 -2.7334
H -4.4277 5.1147 -3.8487
H -5.7722 5.2465 -1.3244
H -5.5013 3.6183 -2.2348
H -3.3999 1.8320 -2.5972
H -2.6185 0.6809 -0.0580
H -4.7325 -0.2276 0.5479
H -5.5877 1.3064 -0.1782
H -6.2785 0.7981 2.3587
H -5.6232 2.5554 2.1676
H -4.0757 -0.2094 3.1195
H -3.6230 1.0704 5.4558
H -5.3594 0.4335 5.0942
H -5.9144 2.5915 6.0695
H -6.0938 3.0354 4.2468
H -3.8660 4.4442 4.2575
H -4.9561 4.8584 5.7381
H -2.5839 2.2397 3.7552
H -2.0746 0.7721 3.0809
H -2.8545 3.3988 1.7406
H -0.6599 2.4599 0.2775
H -0.4916 1.1235 1.6105
H -0.0915 1.6624 4.3144
H 1.4312 2.8072 4.1855
H -0.2209 3.4856 4.7923
H 0.4765 5.0243 2.9851
N -3.5954 -0.7237 -2.9015
O -3.8139 -1.6124 -2.0615
O -4.4977 0.0706 -3.2143
O -2.4747 -0.6294 -3.4286
Na -4.4755 3.5691 -5.0063
C 4.2606 4.7495 4.8586
O 3.9150 3.5447 4.9116
O 3.5799 5.3932 3.9210
O 5.1017 5.4005 5.5178
H 3.0895 4.5791 3.6868
Na -2.2742 -0.1061 5.8918
C 0.2702 0.9486 -4.1364
O -0.5035 1.6809 -4.7338
O 1.1522 0.2614 -4.6643
O 0.2910 0.7813 -2.9116
C 6.4274 0.4598 -6.0795
C 5.0468 0.1068 -5.5282
C 4.1841 1.3649 -5.6117
S 4.8289 2.3234 -6.9745
O 5.3832 3.5540 -6.4506
O 3.8737 2.3052 -8.0643
C 6.1730 1.2226 -7.3712
H 7.0358 -0.4325 -6.2530
H 6.9587 1.0990 -5.3643
H 4.6017 -0.6870 -6.1404
H 5.1044 -0.2650 -4.5004
H 3.1358 1.1219 -5.8024
H 4.2675 1.9683 -4.7036
H 7.0380 1.7956 -7.7092
H 5.8322 0.5508 -8.1646
K -7.4530 3.1272 6.0583
Cs 6.3767 5.2022 -7.5582
C 3.6379 -7.1157 -4.1031
C 5.0322 -6.5532 -4.3313
C 5.1746 -5.0926 -3.8952
C 4.2909 -4.0930 -4.6499
C 4.4758 -4.0702 -6.1694
C 5.8765 -3.6611 -6.5994
H 2.8860 -6.5848 -4.6940
H 3.6056 -8.1705 -4.3964
H 3.3586 -7.0502 -3.0469
H 5.3077 -6.6680 -5.3842
H 5.7478 -7.1564 -3.7594
H 6.2258 -4.7978 -3.9962
H 4.9438 -5.0177 -2.8250
H 4.4900 -3.0892 -4.2536
H 3.2369 -4.2980 -4.4282
H 3.7594 -3.3581 -6.5952
H 4.2301 -5.0473 -6.6000
H 6.1278 -2.6670 -6.2145
H 5.9385 -3.6262 -7.6915
H 6.6302 -4.3696 -6.2470
C -1.4712 -4.9234 6.8432
C -1.0244 -6.1276 7.2051
C -1.0917 -6.5843 8.6210
O -0.6907 -7.7036 8.9201
C -1.6420 -5.6545 9.6196
C -2.0855 -4.4490 9.2580
C -2.0435 -4.0034 7.8382
O -2.4755 -2.8967 7.5337
O -2.6014 -3.5692 10.1918
O -0.4828 -6.9967 6.2760
H -1.4304 -4.5795 5.8173
H -1.6686 -5.9922 10.6477
H -2.8544 -2.7680 9.6833
H -0.2353 -7.8001 6.7835


4.
Density functional theory data (ωB97M-V/def2-TZVPD) for 2 unconnected molecules or ions with the total composition C3H8O2.

## Properties
**2S+1**: 1
**Gap between HOMO and LUMO**: 10.073 eV

Positions of all 13 atoms, in Å:
C -1.7424 0.7772 -0.4172
C -1.8728 -0.2497 -1.5047
C -0.8251 -0.8061 -2.0768
O -0.8728 -1.7218 -3.1090
H -1.1370 1.6205 -0.7730
H -2.6951 1.2193 -0.1173
H -1.2952 0.3628 0.4888
H -2.8489 -0.5026 -1.8943
H 0.1903 -0.5763 -1.7865
H -1.4286 -2.4779 -2.8815
H 4.4526 0.7019 4.0026
H 4.8648 0.8465 5.4874
O 5.2103 0.8062 4.5816


5.
Density functional theory data (ωB97M-V/def2-TZVPD) for a gas-phase ion, C2H3O2S (charge -1) in a non-equilibrium geometry.

## Properties
**2S+1**: 1
**Total charge**: -1
**Gap between HOMO and LUMO**: 7.366 eV

Positions of all 8 atoms, in Å:
C -1.0618 -0.5293 -0.0516
C 0.7728 -0.1911 0.0653
O -1.3962 -1.7324 -0.1759
O 1.1266 1.1347 -0.2606
S -1.7908 0.9577 0.0193
H 1.2817 -0.8548 -0.5760
H 0.7867 -0.3223 1.1251
H 0.2810 1.5375 -0.1455


6.
Density functional theory data (ωB97M-V/def2-TZVPD) for C3H3NO in the gas phase in a non-equilibrium geometry.

## Properties
**2S+1**: 1
**Gap between HOMO and LUMO**: 10.015 eV

Positions of all 8 atoms, in Å:
O -0.9087 -0.5133 1.0309
C 0.0246 -1.0803 -0.5534
C 0.6432 0.0460 -0.8806
N 0.3533 1.0812 0.0212
C -0.4503 0.6894 0.9625
H -0.3210 -2.0929 -0.5571
H 1.3294 0.3675 -1.6848
H -0.6705 1.5024 1.6614


7.
Density functional theory data (ωB97M-V/def2-TZVPD) for a molecular structure, C42H43MnN2OP2S2 in a non-equilibrium geometry.

## Properties
**2S+1**: 5
**Gap between HOMO and LUMO (spin up / spin down)**: 6.010 / 7.621 eV

Positions of all 93 atoms, in Å:
Mn 7.0551 -9.4231 16.4981
S 9.6063 -9.4690 17.2021
P 8.9593 -11.3453 16.7434
C 7.3187 -11.3959 16.3049
P 6.2545 -12.7285 16.6368
S 6.0174 -13.1719 18.5014
C 4.6308 -12.3186 15.9308
C 3.9526 -11.2348 16.5373
C 2.6040 -11.0910 16.4140
C 1.9384 -11.9163 15.5212
C 2.5787 -12.9841 14.8944
C 3.9525 -13.1888 15.0990
C 6.6220 -14.2386 15.6645
C 7.0275 -14.1550 14.3278
C 7.4141 -15.3231 13.6618
C 7.2358 -16.5724 14.2662
C 6.7965 -16.6285 15.5765
C 6.5292 -15.5002 16.2680
C 9.3314 -12.5908 18.1142
C 9.4172 -13.9100 17.7647
C 9.4688 -14.9334 18.7365
C 9.5505 -14.6078 20.0920
C 9.4849 -13.2398 20.4421
C 9.3988 -12.2658 19.4614
C 10.1138 -11.9650 15.4262
C 9.7733 -12.0214 14.1160
C 10.5623 -12.6608 13.1972
C 11.8174 -13.0759 13.5591
C 12.2395 -12.8663 14.8970
C 11.3620 -12.4406 15.8565
H 4.4785 -10.6005 17.2018
H 2.1110 -10.2134 16.8153
H 0.9145 -11.7163 15.2588
H 2.0692 -13.4922 14.0956
H 4.4756 -14.0155 14.6447
H 7.1093 -13.1761 13.8103
H 7.7666 -15.2564 12.6702
H 7.3445 -17.4981 13.6690
H 6.6589 -17.5876 16.0499
H 6.3104 -15.5673 17.2985
H 9.2946 -14.1301 16.7685
H 9.5394 -15.9963 18.3691
H 9.6420 -15.4070 20.9074
H 9.7120 -12.9483 21.5040
H 9.4223 -11.3062 19.8791
H 8.8783 -11.5934 13.8215
H 10.2042 -12.8148 12.1417
H 12.5072 -13.3930 12.8138
H 13.2823 -13.2021 15.2262
H 11.6082 -12.4112 16.9353
O 6.3680 -10.0529 18.7706
C 5.5410 -9.5611 19.8103
C 6.4098 -8.4932 20.5190
C 7.2095 -7.6739 19.5101
C 6.3267 -6.9465 18.4589
C 5.7008 -5.7460 18.7135
C 4.7741 -5.2337 17.8271
C 4.5683 -5.8944 16.6575
C 5.3318 -7.0108 16.3900
N 6.1546 -7.5472 17.2548
H 6.4296 -11.0470 18.7452
H 5.2648 -10.3993 20.4430
H 4.6741 -9.0148 19.3873
H 7.0972 -9.0642 21.1268
H 5.7867 -7.8668 21.1723
H 7.8998 -8.3410 19.0038
H 7.8318 -6.9164 20.0509
H 5.8539 -5.1606 19.6137
H 4.1218 -4.3837 18.0834
H 3.8372 -5.6058 15.9578
H 5.2646 -7.5478 15.4623
C 7.1929 -10.4447 11.3305
N 6.5365 -11.0017 12.5047
C 5.7798 -12.2126 12.0709
C 5.6234 -10.0537 13.0974
C 6.3219 -8.7848 13.4781
C 6.1459 -7.7120 12.5482
C 6.9172 -6.5359 12.6318
C 7.9392 -6.4408 13.5702
C 8.0637 -7.4317 14.5271
C 7.3715 -8.6450 14.4635
H 7.8668 -11.1915 10.9513
H 7.7930 -9.5723 11.7515
H 6.4774 -10.1084 10.5512
H 6.4418 -13.0620 11.7945
H 5.1225 -11.8577 11.1999
H 5.1453 -12.5383 12.8978
H 5.1525 -10.4565 13.9964
H 4.8050 -9.7562 12.4056
H 5.3118 -7.8402 11.8010
H 6.7028 -5.8741 11.8483
H 8.6013 -5.6166 13.4944
H 8.8245 -7.2210 15.2932


8.
Density functional theory data (ωB97M-V/def2-TZVPD) for a molecular structure, C38H29AsN6O3PbS2 in a non-equilibrium geometry.

## Properties
**2S+1**: 1
**Gap between HOMO and LUMO**: 6.482 eV

Positions of all 80 atoms, in Å:
Pb 0.7441 1.8092 -0.6958
O 0.2686 3.6208 3.4363
C 0.1344 3.0684 2.3661
N 0.7660 3.3586 1.1731
C 1.6013 4.4609 1.0990
O 1.9094 5.2512 1.9957
C 2.1306 4.7632 -0.2832
C 2.5367 6.0731 -0.5055
C 2.9934 6.4291 -1.7575
C 3.0280 5.4614 -2.7724
C 2.5671 4.2019 -2.4713
N 2.1498 3.8483 -1.2282
C -0.8795 1.9193 2.2949
C -1.5090 1.4938 3.4706
C -2.4831 0.5351 3.4152
C -2.7802 -0.0480 2.2130
C -2.0772 0.3902 1.1109
N -1.1654 1.3676 1.1329
H 2.5580 6.7598 0.3286
H 3.2808 7.4666 -1.9701
H 3.3442 5.6678 -3.7956
H 2.5704 3.4211 -3.1937
H -1.2350 1.9484 4.3944
H -2.9062 0.1951 4.3355
H -3.5231 -0.8146 2.1149
H -2.2180 -0.0213 0.1429
N 1.6429 -1.4771 -3.8613
C 0.9530 -0.5307 -3.1478
S 2.0167 0.7893 -2.7455
N -0.2809 -0.6645 -2.8620
N -0.7772 0.4306 -2.2040
C -2.0362 0.6039 -2.2130
C -2.6455 1.7749 -1.6727
C -4.0758 1.7221 -1.5268
C -4.7986 2.6750 -0.8332
C -4.1256 3.8672 -0.4680
C -2.7303 3.9867 -0.6469
C -1.9962 2.9444 -1.2223
O -0.7048 3.1506 -1.3813
H 2.6325 -1.4727 -3.7951
H 1.3073 -2.4206 -4.0383
H -2.7179 -0.0977 -2.6809
H -4.6103 0.8128 -1.8193
H -5.8602 2.5685 -0.5783
H -4.6035 4.6786 0.0159
H -2.2082 4.9023 -0.3198
S 1.9881 0.5223 1.1465
C 2.7954 -0.9122 0.4817
C 4.1820 -0.8187 0.3249
C 4.9409 -1.8589 -0.2301
C 4.2484 -2.9611 -0.6541
C 2.8744 -3.0617 -0.5216
C 2.1158 -2.0522 0.0569
As 0.1245 -2.0520 0.0377
C -0.2175 -3.8447 -0.7347
C -0.9477 -3.9149 -1.9026
C -1.3543 -5.1889 -2.3844
C -0.9247 -6.3029 -1.7278
C -0.0930 -6.2532 -0.6006
C 0.2077 -5.0126 -0.0905
C -0.3545 -2.5009 1.8868
C -1.5395 -3.2197 2.0634
C -2.0316 -3.3826 3.3435
C -1.3806 -2.8862 4.4859
C -0.2154 -2.1844 4.2637
C 0.2964 -1.9411 2.9919
H 4.6775 0.0875 0.6318
H 6.0134 -1.7602 -0.4244
H 4.7583 -3.8142 -1.1218
H 2.4064 -3.9541 -0.9052
H -1.2773 -3.1103 -2.5067
H -1.9547 -5.2086 -3.2832
H -1.2424 -7.3182 -2.0157
H 0.2145 -7.1085 -0.0592
H 0.7488 -5.0027 0.8645
H -2.0573 -3.6653 1.2094
H -2.9525 -3.9317 3.4944
H -1.7485 -3.0603 5.4828
H 0.2509 -1.7659 5.1212
H 1.2609 -1.4317 2.9256